[1]
The following is a DFT calculation (wB97M-V/def2-TZVPD) of C10H27Br2NO4V as an isolated structure.

ORCA input file:
```
! wB97M-V def2-TZVPD RIJCOSX def2/J DEFGRID3
* xyz 0 4
V 0.07445 0.10576 0.95866
Br 1.74080 -1.88490 1.85834
Br -1.45197 2.11178 0.13021
C -2.90669 -0.00171 -3.63267
O -2.53157 -0.93798 -2.64765
C -1.18320 -1.31107 -2.76134
C -0.76368 -1.98509 -1.46116
N -1.21616 -1.22335 -0.27510
C -1.84386 -2.06845 0.73148
C -2.57408 -1.23533 1.76429
O -1.60105 -0.44021 2.43483
C -2.19995 0.47030 3.35622
H -2.77051 -0.40802 -4.64093
H -2.32259 0.92200 -3.55421
H -3.95495 0.25456 -3.50055
H -0.56807 -0.40707 -2.85191
H -0.95249 -2.00999 -3.56942
H 0.32892 -2.02524 -1.42263
H -1.01909 -3.04830 -1.42842
H -1.81949 -0.50645 -0.68416
H -1.12590 -2.73180 1.21392
H -2.59198 -2.73401 0.27489
H -3.05204 -1.91949 2.47062
H -3.29506 -0.58433 1.25988
H -3.07391 0.93168 2.89617
H -1.43637 1.19722 3.60779
H -2.52778 -0.05745 4.25527
C 2.72478 2.92898 1.41346
C 2.47401 1.65982 2.24897
O 1.04974 1.52383 2.51566
H 2.70044 3.81948 2.04065
H 2.04332 3.00664 0.57048
H 3.75188 2.86623 1.03138
H 2.98258 1.77848 3.20545
H 2.81923 0.78975 1.69675
H 0.91386 1.85756 3.40231
C 3.67263 0.35569 -1.39413
C 2.35547 -0.36875 -1.43915
O 1.26604 0.44263 -0.91851
H 4.17518 0.48047 -0.43315
H 3.61540 1.35725 -1.82836
H 4.36837 -0.24441 -1.99314
H 2.32851 -1.30936 -0.89220
H 2.16171 -0.61626 -2.49081
H 1.23515 1.19890 -1.51806
*
```

* expectation value of S²: 3.76
* E_LUMO (spin up / spin down): 0.0208 / 0.0207 Ha

[2]
The following is a DFT calculation (wB97M-V/def2-TZVPD) of C10H27I2OP2PbSi as an isolated structure.

ORCA input file:
```
! wB97M-V def2-TZVPD RIJCOSX def2/J DEFGRID3
* xyz 3 1
I -3.51386 1.07265 2.16275
I -3.11959 -0.21654 -2.07984
Pb -1.39395 0.24634 0.28060
P -0.75680 2.57375 -1.10138
C -0.43744 2.62662 -2.89328
C -2.32290 3.50697 -0.98151
H -2.15025 4.48514 -1.45143
H 0.22039 4.75472 -0.96852
H -2.63259 3.62571 0.06289
H 0.26090 3.95034 0.64384
H -1.23165 2.05403 -3.39078
H -3.11044 2.95948 -1.51529
C 0.41827 3.81036 -0.43640
H -0.46867 3.68489 -3.18202
H 1.45868 3.50824 -0.60827
H 0.54462 2.19081 -3.11767
P -0.99404 -2.30152 1.46209
C -0.71720 -3.84423 0.53469
C 0.12515 -2.50223 2.90940
H -2.86708 -1.86762 2.98299
H -2.49714 -3.63015 2.80714
H -3.37332 -2.73776 1.52262
C -2.58685 -2.66668 2.28547
H -0.00246 -1.66810 3.61489
H -0.15330 -3.44767 3.40197
H -0.84299 -4.66917 1.24623
H 0.28634 -3.85997 0.09310
H 1.17815 -2.55148 2.60870
H -1.47976 -3.89595 -0.25466
C -0.34301 -1.16697 -2.09806
O -0.23681 -1.70942 -3.09291
C 2.48613 0.64302 1.43388
Si 1.79734 -0.15305 -0.12778
C 2.50297 0.77363 -1.60581
C 2.37989 -1.94252 -0.16411
H 2.22214 1.70492 1.52130
H 3.58634 0.59886 1.45157
H 2.14589 0.14372 2.35035
H 3.59570 0.64645 -1.63457
H 2.12500 0.38481 -2.55880
H 2.31115 1.85315 -1.57490
H 3.47720 -1.97280 -0.24040
H 2.10998 -2.50560 0.73751
H 1.99987 -2.48920 -1.03556
*
```

* E_LUMO (spin up / spin down): -0.5051 / -0.5051 Ha

[3]
The following is a DFT calculation (wB97M-V/def2-TZVPD) of C10H27N3NaO8S2 as an isolated structure.

ORCA input file:
```
! wB97M-V def2-TZVPD RIJCOSX def2/J DEFGRID3
* xyz -1 1
Na 2.12223 3.55242 -18.28779
N -0.09184 1.37249 -19.85711
O -1.05477 1.28781 -19.19795
O 0.71934 2.15737 -19.42605
O 0.08106 0.67752 -20.80826
N -0.39974 5.53001 -17.96274
O -0.62289 6.25772 -18.94579
O -1.38000 4.87273 -17.58426
O 0.64611 5.46092 -17.25443
C 6.50705 -0.98222 -21.58156
C 5.27185 -1.84682 -21.18022
N 4.17476 -1.01434 -20.64543
C 4.54370 -0.21828 -19.52140
C 3.86502 1.08906 -19.29400
C 2.95830 -1.79203 -20.51372
C 2.37109 -2.21453 -21.84578
H 6.13460 -0.17920 -22.21759
H 7.33311 -1.49107 -22.07834
H 7.04646 -0.43759 -20.80663
H 4.96570 -2.32598 -22.11015
H 5.67046 -2.62605 -20.53059
H 4.15875 -0.87548 -18.74165
H 5.59345 0.07361 -19.49101
H 4.25758 1.90386 -19.90237
H 2.77929 1.00346 -19.33826
H 3.99672 1.33611 -18.24057
H 2.27921 -1.02285 -20.14589
H 2.94620 -2.59603 -19.77782
H 2.45859 -1.37562 -22.53620
H 1.33401 -2.54705 -21.80096
H 2.88793 -3.10397 -22.20615
C 6.19513 5.66113 -17.95492
S 5.62986 4.44062 -16.69191
O 4.16742 4.23897 -16.99904
C 6.45929 3.01441 -17.56033
H 5.83075 5.15856 -18.85088
H 7.26954 5.68802 -18.13668
H 5.65699 6.60616 -17.88129
H 7.53447 3.06754 -17.73136
H 6.01328 2.88728 -18.54675
H 6.38999 2.10347 -16.96577
C -0.56891 1.67770 -15.41755
S 1.23933 1.71401 -15.04630
O 1.81279 1.92931 -16.43026
C 1.37788 3.28235 -14.10692
H -1.06988 1.44275 -14.47844
H -0.92317 0.84078 -16.01935
H -0.85074 2.69056 -15.70527
H 1.49976 4.18408 -14.70702
H 2.24060 3.23213 -13.44263
H 0.52499 3.49279 -13.46162
*
```

* E_LUMO: 0.0625 Ha

[4]
The following is a DFT calculation (wB97M-V/def2-TZVPD) of C10H28CrO8 as an isolated structure.

ORCA input file:
```
! wB97M-V def2-TZVPD RIJCOSX def2/J DEFGRID3
* xyz 0 5
Cr 0.40130 -0.41232 -0.09919
C -0.05349 -3.62547 3.16143
C -0.70578 -2.31572 2.57493
O 0.13953 -1.54297 1.73235
H 0.05178 -3.45760 4.23327
H 0.88271 -3.86398 2.65671
H -0.86459 -4.35073 3.22631
H -0.97429 -1.59786 3.34996
H -1.58277 -2.69716 2.05198
C -0.29464 3.17280 -2.20229
C 0.89078 2.23637 -2.51745
O 0.74260 1.01834 -1.80752
H -0.33249 3.88220 -3.02899
H -0.12520 3.65262 -1.23836
H -1.31613 2.81427 -2.07534
H 1.84169 2.75446 -2.39306
H 0.75457 2.05442 -3.58349
C 0.61617 -3.01208 -1.60738
C 1.79753 -2.77560 -0.63263
O 2.19224 -1.48090 -0.87161
O -0.40518 -2.01582 -1.37621
H 0.14331 -3.95279 -1.32531
H 0.89870 -2.88837 -2.65283
H 2.68082 -3.31869 -0.96874
H 1.65101 -3.04713 0.41279
H 2.52952 -1.44744 -1.76978
H -0.89218 -2.05238 -2.20270
C -2.77110 -0.29901 -0.78259
C -2.89228 0.31855 -2.17847
O -1.71407 0.04935 -2.99846
O -1.76215 0.39205 0.03070
H -2.60995 -1.37105 -0.89597
H -3.69738 -0.20658 -0.21552
H -2.87325 1.39575 -2.01303
H -3.82021 0.10090 -2.70730
H -0.95277 0.58990 -2.77524
H -2.20182 0.81936 0.76941
C 1.92743 2.74143 2.86082
C 0.72013 2.15505 2.17365
O 0.84615 1.66466 0.81259
O 2.04575 4.03604 2.36694
H 2.83015 2.15154 2.70199
H 1.88094 2.77399 3.94934
H -0.09418 2.87513 2.09314
H 0.39093 1.26804 2.71490
H 1.19931 2.43199 0.35643
H 2.88082 4.38243 2.68985
*
```

* expectation value of S²: 6.01
* E_LUMO (spin up / spin down): 0.0171 / 0.0166 Ha

[5]
The following is a DFT calculation (wB97M-V/def2-TZVPD) of C10H28F6N4O10Y as an isolated structure.

ORCA input file:
```
! wB97M-V def2-TZVPD RIJCOSX def2/J DEFGRID3
* xyz 1 1
Y 0.59788 0.31261 -0.62567
C -0.13764 1.52891 2.82823
O -0.72010 2.82972 2.77795
O 0.15115 1.11375 1.61467
C 0.94944 1.58561 3.88983
F 1.49156 0.40474 4.20004
F 1.93474 2.45189 3.58116
F 0.38110 2.03743 5.03623
C -2.09162 2.86109 2.52588
C -2.67868 4.19371 2.93839
H -2.93772 4.22634 3.99765
H -2.05359 5.07503 2.78191
H -3.59555 4.36915 2.36754
H -2.67708 2.10982 3.07092
H -2.25561 2.72165 1.44349
H -0.90789 0.87568 3.29029
C 0.93983 -2.92376 -2.25201
O -0.28769 -3.58303 -1.91408
O 0.78720 -1.61214 -2.10755
C 2.11258 -3.59049 -1.49699
F 2.31439 -4.83432 -1.91391
F 3.22273 -2.86321 -1.62847
F 1.86904 -3.68022 -0.16250
C -0.51447 -4.87016 -2.47286
C -1.91665 -5.34514 -2.18843
H -2.72244 -4.78885 -2.67385
H -2.03911 -6.38442 -2.49410
H -2.10332 -5.33572 -1.11066
H 0.14245 -5.59342 -1.98545
H -0.27347 -4.89666 -3.53927
H 1.15672 -3.09179 -3.32391
O 2.92067 -0.31622 -0.49641
H 3.54631 0.16902 -1.04281
H 3.44079 -0.66540 0.23630
O 1.55609 1.00393 -2.66151
H 1.63472 0.36016 -3.38151
H 2.26244 1.64568 -2.79768
O -0.70250 2.00337 -1.39272
H -0.92418 2.76616 -0.84392
H -1.26507 2.06875 -2.17295
O 0.57872 -1.59672 0.84859
H 0.61866 -1.50480 1.80799
H 0.09902 -2.41514 0.67740
C -2.64967 -0.98872 -0.44245
O -1.56677 -0.38763 -0.33436
N -2.67573 -2.22674 -0.97421
N -3.84182 -0.40566 -0.18452
H -1.81750 -2.63302 -1.35157
H -3.53290 -2.72406 -1.13900
H -3.83189 0.55563 0.10049
H -4.66253 -0.88600 -0.50054
C 2.58717 3.40314 0.12989
O 2.00302 2.33147 -0.05100
N 3.89972 3.45808 0.46186
N 1.99388 4.61287 -0.03754
H 4.33877 4.35436 0.36330
H 4.37459 2.61560 0.71697
H 1.00157 4.63236 -0.17087
H 2.47628 5.46570 0.17832
*
```

* E_LUMO: -0.1055 Ha